1.
ORCA calculation (wB97M-V/def2-TZVPD) on 2 unconnected molecules or ions with the total composition CH3O4 in a non-equilibrium geometry.

Structure (XYZ):
```
8
Properties=species:S:1:pos:R:3:forces:R:3:lowdin_charge:R:1
H -1.155714 -0.285519 1.268070 1.611 -0.308 -1.332 0.19
C -0.044909 -0.158694 0.959417 -5.078 -3.722 -0.014 0.07
O -0.005416 -0.138075 -2.362423 -0.016 2.605 -3.583 -0.08
O 0.500580 0.781012 1.417377 4.117 5.685 1.877 0.24
H 0.599589 -0.904092 0.526265 -0.102 -0.417 -0.234 0.13
H 0.153929 1.605160 1.868913 -0.470 -1.297 -0.473 0.24
O 0.340643 -1.302948 -2.349232 1.549 -5.019 -0.291 0.23
O -0.388702 0.403156 -1.328388 -1.611 2.472 4.049 -0.03
```
Forces are in eV/Å.

Output
Highest occupied orbital energy (spin up / spin down), hartree: -0.5550 / -0.6030
Energy, Eh: -340.18545
Charge: +1
<S²>: 2.007
Spin multiplicity: 3
M, g/mol: 79.03
Gap between HOMO and LUMO (spin up / spin down), eV: 9.24 / 8.28
Relative energy (zero: lowest compared OMol25 entry of this formula, charge and spin), kcal per mole: 12.3

=====

2.
ORCA calculation (wB97M-V/def2-TZVPD) on 2 unconnected molecules or ions with the total composition C4H9BrN in a non-equilibrium geometry.

Structure (XYZ):
```
15
Properties=species:S:1:pos:R:3:forces:R:3:lowdin_charge:R:1
H 1.300022 -1.981484 0.457916 -0.837 0.314 -0.526 0.15
N -0.313588 -0.432380 0.189080 -2.894 -0.074 0.378 -0.15
C 0.353143 0.435042 -0.733900 -3.212 -1.103 -2.042 -0.13
C 0.206851 -0.447773 1.556413 -1.102 -1.646 0.924 -0.01
H 1.175349 -0.077029 -1.094204 2.116 -0.177 -0.772 0.09
H -0.511702 -2.514090 0.733384 1.364 1.355 0.287 0.17
H 1.114058 0.021502 1.622062 2.271 1.188 0.013 0.11
C -0.083503 1.830905 -0.802217 -0.262 0.377 -0.771 -0.04
H -0.367699 -0.253262 2.446286 -0.851 -0.194 -0.276 0.14
H 0.668051 2.619868 -0.832407 0.489 -0.460 -0.060 0.11
C 0.270562 -1.679331 0.716182 -0.594 -1.491 0.560 -0.01
H -0.698218 1.991199 -1.715877 0.302 -0.193 0.460 0.12
H -0.709353 2.033022 0.040880 -0.595 0.186 0.548 0.09
Br -0.994623 -1.002201 -2.723940 1.153 1.245 1.614 0.13
H -1.409350 -0.543987 0.140343 2.652 0.672 -0.338 0.23
```
Forces are in eV/Å.

Output
Highest occupied orbital energy (spin up / spin down), hartree: -0.5034 / -0.5033
Energy, Eh: -2786.17800
Charge: +1
Spin multiplicity: 1
M, g/mol: 151.03
Gap between HOMO and LUMO (spin up / spin down), eV: 7.09 / 7.08
Relative energy (zero: lowest compared OMol25 entry of this formula, charge and spin), kcal per mole: 57.3

=====

3.
ORCA calculation (wB97M-V/def2-TZVPD) on a gas-phase ion, C2HClNO (charge +1) in a non-equilibrium geometry.

Structure (XYZ):
```
6
Properties=species:S:1:pos:R:3:forces:R:3:lowdin_charge:R:1
Cl -1.098660 0.319927 -2.521408 1.220 -0.296 2.643 0.74
H -1.039362 -0.396079 0.427296 -1.000 -0.236 -0.242 0.13
O 1.422842 -0.142780 2.088456 -0.010 -0.210 0.914 0.43
C 0.744634 -0.092376 1.215003 0.757 1.037 -3.412 0.11
C -0.112800 -0.032077 0.024476 -1.675 0.018 -1.845 -0.12
N 0.083345 0.343386 -1.233822 0.708 -0.313 1.942 -0.29
```
Forces are in eV/Å.

Output
Highest occupied orbital energy, hartree: -0.5972
Energy, Eh: -666.56737
Charge: +1
Spin multiplicity: 1
M, g/mol: 90.49
Gap between HOMO and LUMO, eV: 8.40
Relative energy (zero: lowest compared OMol25 entry of this formula, charge and spin), kcal per mole: 45.7